{
  "formula": "C4H15NO3",
  "method": "wB97M-V/def2-TZVPD",
  "elements": ["O", "O", "O", "N", "C", "C", "C", "C", "H", "H", "H", "H", "H", "H", "H", "H", "H", "H", "H", "H", "H", "H", "H"],
  "positions_angstrom": [[1.3173, 0.0007, 1.8737], [-0.2445, 2.5618, 1.0674], [-0.6394, -1.2981, 3.1659], [0.7186, -0.9544, -0.7848], [-0.7401, -0.7671, -0.5068], [-1.2669, 0.1800, -1.5869], [-0.0004, 0.5373, -2.3639], [0.8625, -0.7292, -2.2269], [-1.7000, 1.0960, -1.1996], [0.6922, 0.7396, 1.8900], [0.5222, 1.3175, -1.8202], [1.2679, -0.4559, 1.0305], [0.4400, -1.6091, -2.7330], [0.9094, -1.9368, -0.5343], [-1.1856, 2.7482, 1.0845], [-1.1638, -1.7627, -0.6602], [-0.8192, -0.7262, 3.9200], [-0.9160, -0.5153, 0.5440], [0.1431, -0.9710, 2.6901], [-2.0323, -0.2975, -2.1995], [0.2696, 3.1052, 0.4684], [-0.0631, 0.8903, -3.3850], [1.8524, -0.4504, -2.5777]],
  "atomic_forces_ev_per_a": [[0.4, -0.1, 0.3], [0.4, -1.2, 0.4], [-0.5, -0.3, -0.4], [-2.6, -2.9, -1.6], [0.3, 1.0, 0.0], [0.2, 0.7, -0.2], [0.1, -0.6, -0.1], [0.2, 2.5, 0.0], [-0.2, -0.1, 0.3], [0.1, 0.3, -0.5], [0.2, 0.2, 0.1], [0.1, 0.5, 0.1], [0.3, -0.1, 0.1], [1.2, 0.5, 0.7], [0.2, 0.6, -0.3], [0.1, -0.4, 0.3], [0.3, 0.0, -0.1], [-0.1, 0.0, 0.0], [0.0, 0.1, 0.9], [0.1, -0.2, 0.0], [-0.5, 0.5, -0.1], [-0.5, -0.2, -0.2], [0.4, -0.8, 0.3]],
  "mulliken_charge": [-0.70, -0.62, -0.68, -0.24, -0.24, -0.58, -0.60, -0.47, 0.27, 0.34, 0.24, 0.48, 0.32, 0.34, 0.32, 0.33, 0.31, 0.32, 0.43, 0.33, 0.31, 0.42, 0.39],
  "de_lowest_kcal_mol": 30.0,
  "multiplicity": 2,
  "energy_ev": -12014.5339,
  "charge": 1,
  "gap_ev": [10.6128, 5.0744]
}

=====

{
  "formula": "C4H15NO7",
  "method": "wB97M-V/def2-TZVPD",
  "elements": ["O", "O", "O", "O", "O", "O", "O", "N", "C", "C", "C", "C", "H", "H", "H", "H", "H", "H", "H", "H", "H", "H", "H", "H", "H", "H", "H"],
  "positions_angstrom": [[1.5081, 1.4375, 2.2652], [-2.2790, 1.7979, -2.2891], [2.7172, -0.2611, 0.5796], [-0.9533, -3.3240, 0.1564], [-1.0147, 0.5392, 2.7494], [1.4064, 2.4674, -0.8020], [-1.6204, -0.5719, 0.2299], [-0.1501, 0.8850, -0.5424], [0.9584, 1.4126, -1.1833], [0.4005, -1.5473, -0.6935], [-0.3732, -2.8251, -1.0673], [-0.5410, -0.4547, -0.3097], [-0.3401, 1.4631, 0.2467], [-1.8300, 0.5132, 2.2505], [-1.1844, -2.5996, -1.7542], [0.3425, -3.5866, -1.3484], [3.6479, -0.0168, 0.6117], [-1.0494, -0.0529, 3.5070], [0.6718, 1.1339, 2.6582], [-1.8954, -3.1843, 0.0830], [-2.0845, 2.5631, -1.7380], [1.2974, 2.1358, 1.6563], [1.1508, -1.8066, 0.0467], [-2.1520, 1.0410, -1.7163], [0.9790, -1.1950, -1.5529], [2.3286, 0.3097, 1.2860], [1.3790, 0.7897, -1.9764]],
  "atomic_forces_ev_per_a": [[0.3, -0.4, 0.7], [-0.2, 0.3, -0.3], [0.2, 0.3, 0.3], [0.2, -0.3, -0.5], [0.6, 0.4, 0.5], [0.0, 0.0, -0.5], [0.0, -0.5, -0.2], [1.0, -0.6, -0.2], [0.2, -0.4, 0.8], [-0.5, -0.7, -1.5], [0.0, 0.5, 2.0], [0.1, 0.9, 0.5], [-0.8, 0.5, 0.5], [-0.3, -0.4, -0.1], [0.3, -0.3, -0.5], [-0.1, -0.1, -0.8], [0.0, -0.1, -0.2], [-0.4, -0.1, -0.2], [0.0, 0.2, -0.3], [-0.2, 0.1, 0.3], [0.0, -0.1, 0.0], [-0.1, 0.6, -0.4], [-0.2, 0.4, 0.4], [0.0, -0.1, 0.2], [0.0, -0.1, 0.0], [0.0, -0.2, -0.3], [0.0, 0.2, -0.2]],
  "mulliken_charge": [-0.73, -0.66, -0.61, -0.53, -0.63, -0.54, -0.65, 0.27, -0.13, -0.30, -0.82, 0.52, 0.23, 0.28, 0.39, 0.34, 0.27, 0.29, 0.39, 0.31, 0.29, 0.29, 0.29, 0.31, 0.31, 0.42, 0.38],
  "de_lowest_kcal_mol": 40.7,
  "energy_ev": -20214.0949,
  "smiles": "O=CNC(=O)CCO.O.O.O.O",
  "gap_ev": 10.5313
}

=====

{
  "formula": "C4H15NSi2",
  "method": "wB97M-V/def2-TZVPD",
  "elements": ["Si", "Si", "N", "C", "C", "C", "C", "H", "H", "H", "H", "H", "H", "H", "H", "H", "H", "H", "H", "H", "H", "H"],
  "positions_angstrom": [[1.4860, 1.1884, 2.2281], [0.7053, -0.2595, 0.6183], [-0.2787, -1.9881, 2.3148], [-0.7141, 1.0198, -1.5238], [1.9762, -1.2751, -0.3679], [-2.1663, 1.3198, -1.9076], [-0.7548, -0.1056, -0.5622], [1.9896, -0.7329, -1.4425], [-2.1343, 2.0373, -2.7274], [-0.7351, -1.1453, -1.0714], [-0.1657, 0.7129, -2.3633], [-2.7966, 1.6839, -1.1271], [-1.3062, -1.6955, 2.2956], [-2.6147, 0.4129, -2.2414], [1.8378, -2.3943, -0.4478], [1.6375, 2.6335, 2.0983], [2.8849, -1.1874, 0.1476], [-1.6834, -0.0612, -0.0110], [-0.2856, -2.6870, 1.6621], [-0.1809, 1.8436, -0.9868], [0.9682, 0.8315, 3.6330], [2.8523, 0.7320, 2.3726]],
  "atomic_forces_ev_per_a": [[0.0, -0.4, 1.7], [-1.9, -3.5, 1.0], [-0.4, 4.8, 0.2], [-0.9, 1.1, 1.5], [-1.2, 0.5, -1.8], [1.4, 0.9, -1.1], [0.6, -2.6, 0.8], [0.3, -1.5, 2.3], [-0.5, 0.1, -0.1], [-0.2, 1.5, 0.7], [0.9, 0.0, -1.4], [-0.1, 0.4, 0.8], [1.6, -0.2, 0.1], [-0.3, -0.8, -0.5], [-0.5, 1.4, -0.1], [-0.4, 0.4, -0.3], [1.7, 0.4, 0.3], [-0.2, -0.1, 0.4], [0.2, -2.7, -2.3], [-0.6, 0.0, -0.9], [-0.1, 0.4, -1.1], [0.8, -0.3, -0.2]],
  "mulliken_charge": [0.47, 0.26, -0.72, -0.19, -0.98, -1.41, -0.71, 0.24, 0.39, 0.26, 0.30, 0.38, 0.19, 0.36, 0.30, -0.16, 0.39, 0.45, 0.19, 0.24, -0.07, -0.16],
  "de_lowest_kcal_mol": 104.0,
  "energy_ev": -21633.4844,
  "gap_ev": 8.4408
}

=====

{
  "formula": "C4H15NSi2",
  "method": "wB97M-V/def2-TZVPD",
  "elements": ["Si", "Si", "N", "C", "C", "C", "C", "H", "H", "H", "H", "H", "H", "H", "H", "H", "H", "H", "H", "H", "H", "H"],
  "positions_angstrom": [[1.2017, -2.9101, 0.4215], [-1.0276, -0.8030, -0.3833], [-2.2223, -0.9575, 0.8840], [-0.1678, 0.9014, -0.2086], [0.8186, 0.7380, 0.9299], [0.8080, 1.0091, -1.4150], [-1.1043, 2.1432, -0.2121], [-1.6143, 2.2698, -1.1467], [1.3219, 1.6401, 1.1998], [0.3773, 0.4423, 1.8504], [1.3014, -3.7218, -0.8443], [2.4104, -2.0615, 0.6324], [0.2565, 0.7368, -2.2610], [-1.9282, -0.8447, 1.8083], [-2.8723, -1.6779, 0.8720], [-1.9081, 2.3211, 0.4446], [1.0386, -3.9482, 1.4705], [1.5615, 0.3759, -1.2116], [1.0836, 2.0796, -1.4045], [-1.5336, -1.0486, -1.8658], [-0.6056, 3.0490, -0.2334], [1.6949, 0.0575, 0.7825]],
  "atomic_forces_ev_per_a": [[0.6, -1.4, 0.4], [-0.7, 0.9, -1.5], [1.0, 0.8, -1.8], [0.2, -0.4, -0.5], [0.7, -0.1, 1.1], [-3.2, 3.0, 1.1], [0.1, -1.3, -0.9], [-0.3, -0.8, -1.1], [0.2, 1.2, -0.1], [-0.6, -0.5, 1.0], [-0.1, 0.6, 0.1], [-0.1, -0.1, -0.1], [-0.4, -0.1, -1.9], [0.7, 0.5, 1.6], [-1.4, -1.5, -0.3], [-0.7, -0.7, 1.6], [0.3, 0.0, 0.2], [2.9, -1.9, 0.1], [0.4, -0.6, -0.5], [-0.2, 0.4, 1.3], [1.9, 1.9, 0.5], [-1.1, 0.2, -0.4]],
  "mulliken_charge": [0.35, 0.01, -0.43, 1.53, -1.56, -1.99, -1.84, 0.46, 0.41, 0.39, -0.09, -0.08, 0.52, 0.22, 0.22, 0.44, -0.14, 0.54, 0.41, -0.09, 0.49, 0.22],
  "de_lowest_kcal_mol": 5.0,
  "multiplicity": 3,
  "energy_ev": -21631.6561,
  "gap_ev": [6.0619, 8.0415]
}

=====

{
  "formula": "C4H16FN8O4",
  "method": "wB97M-V/def2-TZVPD",
  "elements": ["F", "O", "O", "O", "O", "N", "N", "N", "N", "N", "N", "N", "N", "C", "C", "C", "C", "H", "H", "H", "H", "H", "H", "H", "H", "H", "H", "H", "H", "H", "H", "H", "H"],
  "positions_angstrom": [[-1.3706, 0.8580, 0.3102], [-0.8309, -0.5830, -4.0392], [-2.3855, -2.4678, 2.2821], [1.4343, 4.8136, -0.0393], [0.8523, -0.9199, 3.2366], [1.3041, -0.2603, 1.0872], [0.4789, 2.9104, 0.7543], [0.9162, 3.1372, -1.4951], [-1.9199, -1.8353, 0.1398], [0.3575, -0.5010, -2.0887], [3.0066, -0.6833, 2.5907], [-1.9041, -4.0686, 0.7601], [-1.4037, 0.8946, -2.3830], [-2.0684, -2.7495, 1.1460], [-0.6754, -0.1201, -2.9166], [0.9665, 3.6972, -0.2529], [1.6527, -0.6120, 2.3810], [-2.2031, 1.2237, -2.8911], [-1.8044, -0.8352, 0.3435], [1.8362, 0.4944, 0.6819], [1.1356, 3.6993, -2.2947], [-1.4157, 0.9527, -1.3539], [-2.3852, -4.7149, 1.3552], [0.2981, -0.2178, 0.9440], [0.2589, -0.2265, -1.1225], [-1.5481, -4.3582, -0.1303], [0.8221, -1.3762, -2.2466], [-1.4701, -2.1443, -0.7071], [-0.1789, 2.1436, 0.5686], [0.4423, 2.2613, -1.6412], [3.6728, -0.4745, 1.8718], [3.3239, -1.0456, 3.4686], [0.8051, 3.1077, 1.6805]],
  "atomic_forces_ev_per_a": [[0.6, -0.1, -0.3], [0.0, -0.1, 0.0], [-0.3, -0.1, 0.2], [0.3, -0.1, -0.3], [0.0, -0.1, 0.1], [0.1, -0.3, 0.2], [0.1, -0.3, -0.6], [0.0, -0.2, -0.1], [0.3, -0.2, -0.1], [0.0, 0.1, 0.5], [0.3, 0.3, 0.1], [0.1, -0.1, 0.3], [0.1, 0.1, 0.2], [-0.1, 0.5, -0.5], [0.1, 0.1, -0.6], [0.0, 0.4, 0.8], [-0.2, -0.3, -0.4], [0.0, -0.2, -0.1], [-0.1, 0.1, 0.2], [-0.2, 0.1, -0.1], [-0.1, 0.1, 0.1], [-0.4, 0.2, 0.3], [0.2, -0.3, 0.0], [0.0, 0.6, 0.2], [0.1, -0.1, 0.1], [-0.2, 0.1, -0.1], [-0.1, 0.0, -0.2], [-0.1, 0.0, 0.0], [0.0, -0.1, 0.3], [-0.1, 0.1, -0.1], [0.0, -0.1, 0.0], [0.0, 0.1, 0.1], [-0.3, 0.2, 0.1]],
  "mulliken_charge": [-0.95, -0.71, -0.63, -0.70, -0.60, -0.34, -0.26, -0.37, -0.29, -0.27, -0.39, -0.39, -0.27, 0.56, 0.44, 0.46, 0.40, 0.18, 0.25, 0.29, 0.17, 0.26, 0.22, 0.01, 0.30, 0.17, 0.23, 0.15, 0.24, 0.27, 0.17, 0.23, 0.18],
  "de_lowest_kcal_mol": 0.0,
  "energy_ev": -27243.1630,
  "charge": -1,
  "gap_ev": 9.5372
}